(1)
Here is a 14-piece molecular cluster, C41H119N19O14 overall from the OMol25 dataset. Energies are from ωB97M-V/def2-TZVPD.

```
! RIJCOSX wB97M-V def2-TZVPD def2/J DEFGRID3
* xyz 0 1
C 5.6586 4.9264 2.5112
C 5.6931 4.6439 4.0621
C 4.6873 3.4756 4.2825
O 4.8429 3.1151 5.6128
C 4.1087 1.9264 5.8842
N 6.9676 4.3101 4.5713
H 4.6359 5.2553 2.2126
H 5.8836 3.9641 1.9815
H 6.2508 5.7203 2.1788
H 5.3419 5.5357 4.5141
H 5.0084 2.6739 3.6041
H 3.6792 3.6239 4.0406
H 4.1887 1.2029 5.0710
H 3.0593 2.1411 6.1396
H 4.5423 1.3841 6.7620
H 7.2930 3.4642 4.0556
H 7.0182 3.9631 5.5151
C -4.9959 0.2633 0.9270
C -5.3678 -1.2029 0.4990
C -5.3396 -1.3411 -1.0460
O -6.1690 -0.3631 -1.6936
C -7.3695 -0.9165 -2.1818
N -4.3963 -2.1424 1.0397
H -3.9145 0.3852 0.8122
H -5.1552 0.2994 2.0023
H -5.6237 0.9870 0.4101
H -6.3721 -1.3244 0.8497
H -5.5946 -2.2847 -1.3755
H -4.3644 -1.0786 -1.4133
H -7.8250 -1.5593 -1.4015
H -7.3232 -1.5242 -3.1428
H -7.9773 -0.0221 -2.4002
H -3.9521 -1.8763 1.9065
H -4.7846 -3.0431 1.1472
C -3.9649 -0.3896 -4.4940
C -3.0194 -1.6034 -4.5103
C -3.2392 -2.2786 -5.8259
O -4.5951 -2.9203 -5.7642
C -4.8309 -3.2649 -7.1437
N -1.5946 -1.2009 -4.3109
H -4.8493 -0.4782 -5.0875
H -3.4120 0.4076 -4.9489
H -4.3318 -0.0584 -3.4884
H -3.1839 -2.3228 -3.6910
H -2.4838 -3.0830 -6.0949
H -3.1393 -1.5736 -6.6263
H -4.0270 -3.8442 -7.5947
H -4.9966 -2.3466 -7.6347
H -5.7362 -3.9186 -7.1397
H -1.3775 -0.4706 -5.0055
H -1.0080 -2.0441 -4.5942
C -3.4519 5.3950 0.2551
C -2.4908 4.3363 -0.4083
C -2.8703 4.0949 -1.8291
O -4.1453 3.4469 -1.8771
C -4.1909 2.1241 -2.3836
N -1.1515 4.9087 -0.3385
H -2.9861 5.8039 1.1155
H -4.3546 4.9215 0.5511
H -3.6074 6.1679 -0.4689
H -2.6930 3.4523 0.1790
H -2.1929 3.4512 -2.3900
H -2.9936 5.0118 -2.4010
H -5.2039 1.7411 -2.1220
H -3.4698 1.4049 -1.9627
H -4.1333 2.0787 -3.4821
H -0.9966 5.1366 0.6240
H -0.4675 4.3008 -0.7759
C -1.1485 0.8589 -0.8574
C -0.5539 -0.5284 -0.6993
C 0.0030 -0.8389 0.7037
O 0.7714 0.2363 1.0221
C 1.0567 0.3217 2.3762
N -1.5223 -1.6486 -1.0243
H -0.4491 1.6489 -0.5277
H -2.0723 0.9345 -0.2569
H -1.5333 0.9878 -1.8516
H 0.2209 -0.6119 -1.4252
H 0.5695 -1.8063 0.6323
H -0.9066 -0.9574 1.2636
H 0.1276 0.2598 2.9766
H 1.5520 1.2890 2.5527
H 1.7130 -0.4575 2.7496
H -1.6978 -1.5888 -2.0171
H -2.3381 -1.5929 -0.4106
C -1.0546 -5.3057 -6.4606
C -1.3774 -5.3882 -4.9479
C -1.3011 -6.8304 -4.4823
O -1.4565 -6.8152 -3.1138
C -0.9047 -8.0331 -2.5647
N -0.4526 -4.4467 -4.1691
H -0.1294 -5.8881 -6.5970
H -0.9098 -4.2919 -6.8337
H -1.8426 -5.7701 -7.0135
H -2.3904 -4.9775 -4.7594
H -0.3303 -7.3595 -4.7924
H -2.0187 -7.4373 -5.0675
H -1.1673 -8.9358 -3.1241
H -1.1895 -8.0676 -1.4952
H 0.2022 -7.9452 -2.5325
H -0.5490 -4.7221 -3.1761
H 0.5375 -4.6083 -4.4249
C -1.3404 3.2999 2.7442
C -0.7131 4.1702 3.7384
C -1.7188 4.4180 4.9123
O -2.9172 5.0935 4.3894
C -4.0232 5.0506 5.2687
N 0.3133 3.4639 4.4155
H -2.1298 3.8545 2.2052
H -1.8405 2.4872 3.2750
H -0.6101 2.9782 1.9645
H -0.4088 5.1397 3.2658
H -1.2403 5.0036 5.7207
H -2.0221 3.4408 5.3614
H -4.2916 4.0468 5.6368
H -4.9132 5.4334 4.7272
H -3.8226 5.7533 6.0363
H 0.8509 3.1003 3.6490
H 0.8429 4.1139 4.9537
C 3.7607 -0.7234 0.4255
C 5.1372 -1.4710 0.5677
C 5.7797 -0.8921 1.8362
O 6.8698 -1.6894 2.1809
C 7.6874 -1.2299 3.3027
N 5.0498 -2.9334 0.5917
H 4.0002 0.3558 0.4135
H 3.1967 -0.8543 1.3818
H 3.1693 -0.8952 -0.4999
H 5.6534 -1.0477 -0.3043
H 5.1028 -1.0759 2.7151
H 6.1024 0.1810 1.7392
H 8.6763 -1.5117 3.0372
H 7.2670 -1.6444 4.2231
H 7.5779 -0.1682 3.3462
H 4.9651 -3.2742 -0.3205
H 5.9251 -3.2536 0.9319
C 1.8735 2.6529 -5.2415
C 2.0742 2.0911 -3.8740
C 3.5462 2.1582 -3.4877
O 4.3672 1.4088 -4.3531
C 4.5763 0.0998 -3.7443
N 1.3575 2.8109 -2.8595
H 2.3992 2.0946 -6.0311
H 2.2174 3.7269 -5.2046
H 0.7919 2.6627 -5.5312
H 1.7479 1.0599 -3.8703
H 3.8130 1.7742 -2.4504
H 3.7421 3.2366 -3.3905
H 3.6840 -0.2570 -3.1751
H 5.4070 0.1528 -3.0397
H 4.6545 -0.6473 -4.5861
H 1.1935 3.8045 -3.2391
H 0.4505 2.4269 -2.7460
C -2.2615 -3.0029 3.9012
O -3.0692 -2.1303 3.6835
N -1.2764 -3.4589 3.0343
N -2.2652 -3.7027 5.1295
H -1.2191 -3.0699 2.1203
H -0.8217 -4.3535 3.0689
H -2.9593 -3.3668 5.7557
H -1.3099 -3.7373 5.4777
C -0.5320 -0.1628 5.2990
O 0.0176 -1.2454 5.0511
N -1.7051 0.2277 4.8359
N 0.1361 0.9049 6.0736
H -2.1142 0.8672 5.4756
H -2.2883 -0.3580 4.2261
H 0.2074 1.7648 5.5661
H 1.1000 0.6665 6.3216
C 2.2647 3.9574 0.7352
O 2.2255 4.1388 1.9072
N 2.2211 2.7854 0.0807
N 2.3824 5.0407 -0.1035
H 2.0472 1.9441 0.6714
H 2.1777 2.7044 -0.9435
H 1.9548 5.8307 0.3977
H 1.9347 4.8313 -0.9733
C 2.0415 -4.2632 3.0958
O 1.1070 -4.9989 3.4953
N 2.4028 -3.0741 3.6983
N 2.8091 -4.7092 1.9819
H 1.8766 -2.7920 4.5617
H 3.3974 -2.7578 3.7178
H 3.4060 -4.0821 1.4880
H 2.5022 -5.5611 1.5488
C 1.9586 -3.2705 -2.0144
O 3.0053 -3.7313 -1.7204
N 1.7486 -2.5524 -3.2175
N 0.8067 -3.4517 -1.2412
H 0.7509 -2.3472 -3.3632
H 2.1402 -3.1883 -3.8844
H 0.8234 -3.8448 -0.3300
H -0.0594 -3.0799 -1.5376
*
```

Its frontier orbital gap is 0.3398 Eh. The strongest force on any atom comes out at 3.9 eV Å⁻¹. The calculation puts the energy relative to the best compared isomer or geometry (same formula, charge and spin) at 2.937 eV.


(2)
Here is C41H14BiBr2Cl5F4N10O3 as an isolated structure from the OMol25 dataset. Energies are from ωB97M-V/def2-TZVPD.

```
! RIJCOSX wB97M-V def2-TZVPD def2/J DEFGRID3
* xyz 0 1
Bi 0.1473 -0.0638 0.0115
Cl -5.8598 -2.2247 -2.7932
C -4.4740 -2.1313 -1.7821
C -3.3032 -1.5847 -2.2741
C -2.1889 -1.4471 -1.4472
N -1.0040 -0.8699 -1.8161
C -0.5609 -0.8253 -3.0845
O -1.1065 -1.3109 -4.0623
C 0.7733 -0.1483 -3.2593
C 1.1682 0.1935 -4.5517
C 2.4177 0.7533 -4.7465
C 3.2399 0.9489 -3.6444
C 2.7535 0.6101 -2.3929
N 1.5589 0.0718 -2.2117
C -2.2646 -1.8946 -0.0996
C -3.4347 -2.4695 0.3720
C -4.5377 -2.5849 -0.4606
Cl -5.9877 -3.2762 0.1401
N -1.1133 -1.7330 0.6497
C -0.6963 -2.5966 1.5986
O -1.3536 -3.4606 2.1433
C 0.7737 -2.4479 1.8870
C 1.3478 -3.1357 2.9497
C 2.7108 -3.0131 3.1585
C 3.4612 -2.2426 2.2798
C 2.8098 -1.5910 1.2462
N 1.5042 -1.6997 1.0674
H -3.2558 -1.2608 -3.3001
H 0.4950 -0.0073 -5.3696
H 2.7516 1.0195 -5.7391
H 4.2324 1.3503 -3.7613
H 3.3460 0.7600 -1.4979
H -3.4828 -2.8322 1.3854
H 0.7083 -3.7265 3.5896
H 3.1829 -3.4977 3.9994
H 4.5250 -2.1258 2.4068
H 3.3392 -0.9564 0.5531
Br 2.7692 2.0194 4.2503
C 0.9734 2.3493 3.7872
C 0.2707 3.3502 4.4377
C -1.0434 3.5863 4.1101
Br -1.9947 4.9358 5.0500
C -1.6883 2.8439 3.0964
C -3.0248 3.0440 2.7032
C -3.5631 2.2789 1.7006
C -2.7605 1.3137 1.0800
N -1.5108 1.1181 1.4276
C -0.9531 1.8334 2.4180
C 0.4129 1.5326 2.7820
O 1.0596 0.5878 2.2410
H 0.7550 3.9362 5.2049
H -3.6078 3.7998 3.2113
H -4.5838 2.4225 1.3820
H -3.1452 0.6893 0.2897
F 0.5432 3.1742 0.0686
C 1.5438 3.4318 -0.8012
C 2.8064 3.5954 -0.3078
F 2.9944 3.4517 1.0093
C 3.9191 3.8922 -1.1515
C 3.5892 4.0730 -2.5274
C 2.3214 3.9221 -3.0144
F 2.1163 4.0501 -4.3308
C 1.2302 3.5487 -2.1834
C -0.0383 3.2472 -2.7031
C -0.9860 2.5271 -1.9763
N -1.7300 1.8407 -1.4240
C -0.4581 3.5647 -4.0063
N -0.8887 3.8330 -5.0360
F 4.5739 4.3309 -3.3938
C 5.2314 3.9676 -0.6731
C 5.5915 3.6809 0.6567
N 5.9625 3.4204 1.7117
C 6.3419 4.2837 -1.4748
N 7.2950 4.5240 -2.0684
Cl 2.6368 -5.3952 -4.1536
C 3.4812 -4.0683 -3.3111
Cl 4.0318 -2.8321 -4.4729
Cl 4.8668 -4.7198 -2.3977
C 2.5643 -3.4371 -2.3985
N 1.8331 -2.9212 -1.6889
*
```

Its frontier orbital gap is 0.1116 Eh. The strongest force on any atom comes out at 2.6 eV Å⁻¹. The calculation puts the energy relative to the best compared isomer or geometry (same formula, charge and spin) at 0.990 eV.


In eV, the LUMO values for the records above are, in order, 0.31 -4.36.